Entry from the OMol25 dataset: a molecular structure, C17H28BeBrCaClFLiN9NaO6PS4 in a non-equilibrium geometry (ωB97M-V with the def2-TZVPD basis set).

The value obtained for the HOMO energy is -8.99 eV. The value obtained for the total energy is -7538.64704 a.u. For the relative energy (zero: lowest compared OMol25 entry of this formula, charge and spin), the calculation gives 0.0 kcal per mole. The molar mass is 827.1 g/mol. The value obtained for the gap between HOMO and LUMO is 3.5 eV. The LUMO energy is -5.4 eV. Its total charge is +1. For the largest force on an atom, the calculation gives 5.281 eV Å⁻¹.

Each line ends with the Mulliken charge.
Cartesian coordinates (Å):
N: 0.460 -4.238 2.848  -0.5472
C: 0.719 -3.646 1.531  -0.2344
N: -0.521 -3.537 0.740  -0.0722
C: -0.524 -2.625 -0.234  0.0429
N: 0.528 -1.817 -0.566  -0.3034
C: 0.158 -1.006 -1.575  0.2421
C: 1.071 0.053 -2.151  -0.6742
C: 2.254 0.404 -1.213  0.0611
C: 3.673 0.106 -1.762  -0.5934
S: 4.909 -0.423 -0.546  0.0690
C: 4.691 0.256 1.055  -0.1734
S: 5.711 -0.210 2.228  -0.1329
N: 3.658 1.154 1.418  0.2706
C: 2.636 0.629 2.102  -0.0547
C: 1.658 1.516 2.403  0.0527
N: 2.189 2.669 1.864  -0.4910
C: 3.381 2.476 1.273  -0.2820
N: -1.081 -1.307 -1.922  0.3546
C: -1.873 -0.685 -3.002  -0.5152
C: -3.389 -0.792 -2.777  -1.2658
C: -3.720 -0.098 -1.429  -0.1864
S: -3.668 1.727 -1.908  -0.1176
C: -5.069 2.482 -1.089  -0.2272
S: -6.001 3.579 -1.802  -0.0488
N: -5.242 2.058 0.211  0.1763
C: -6.279 1.351 0.736  -0.0128
C: -5.889 1.248 2.087  -0.7881
N: -4.660 1.881 2.238  -0.8999
C: -4.277 2.383 1.112  0.0995
N: -1.481 -2.274 -1.093  -0.0339
H: 0.886 -3.632 3.536  0.2454
H: 0.957 -5.115 2.935  0.2747
H: 1.132 -2.648 1.741  0.0411
H: 1.481 -4.234 0.994  0.2683
H: -1.343 -4.081 0.930  0.1613
H: 1.440 -0.227 -3.152  0.4800
H: 0.493 0.987 -2.294  0.2978
H: 2.247 1.492 -1.012  0.2381
H: 2.174 -0.098 -0.236  -0.1929
H: 3.976 0.970 -2.375  0.3938
H: 3.575 -0.743 -2.473  0.3303
H: 2.611 -0.436 2.338  0.3539
H: 0.689 1.343 2.932  -0.1930
H: 4.038 3.175 0.758  0.5071
H: -1.602 -1.088 -3.991  0.3152
H: -1.656 0.398 -3.036  0.3564
H: -3.736 -1.833 -2.888  0.3793
H: -3.904 -0.209 -3.563  0.5182
H: -4.758 -0.302 -1.105  0.4033
H: -3.039 -0.341 -0.596  0.2873
H: -7.161 0.978 0.233  0.4587
H: -6.448 0.761 2.880  0.4578
H: -3.370 2.941 0.890  0.4519
H: -2.392 -2.693 -1.151  0.1421
F: -0.038 -0.237 3.959  -0.6359
Na: 2.460 4.906 2.119  0.9548
O: -0.881 6.818 2.838  -0.6060
H: -1.726 6.363 2.819  0.2456
H: -1.089 7.707 3.173  0.3872
Br: -1.426 -1.382 2.576  -0.5161
Be: 0.821 1.562 4.880  -0.0816
O: 6.826 -2.704 -5.350  -0.4763
P: 6.412 -2.262 -3.954  0.8852
O: 6.516 -0.744 -3.833  -0.4807
O: 7.331 -2.912 -2.931  -0.4459
O: 4.968 -2.687 -3.691  -0.4479
Li: -2.779 6.754 1.613  0.8652
Ca: -2.764 0.861 3.305  1.2502
O: 3.919 -5.256 -0.718  -0.5785
H: 2.968 -5.394 -0.743  0.3021
H: 3.998 -4.339 -0.512  0.2946
Cl: -5.829 4.266 1.383  -0.6061

Entry from the OMol25 dataset: a molecular structure, C17H28Cl9O13Y in a non-equilibrium geometry (ωB97M-V with the def2-TZVPD basis set).

The value obtained for the HOMO energy is -13.51 eV. The value obtained for the total energy is -5821.84930 a.u. The molar mass is 848.4 g/mol. The value obtained for the gap between HOMO and LUMO is 2.9 eV. The LUMO energy is -10.6 eV. Its total charge is +2. For the largest force on an atom, the calculation gives 7.018 eV Å⁻¹.

Each line ends with the Mulliken charge.
Cartesian coordinates (Å):
Y: 3.593 0.224 -1.790  2.1409
Cl: -0.230 1.007 -0.942  1.3198
O: -0.941 0.268 0.045  -0.5893
O: -0.162 2.391 -0.626  -0.5444
O: 1.128 0.421 -1.015  -0.3383
O: -0.836 0.822 -2.215  -0.6303
C: 0.243 2.746 4.227  -0.4529
C: 0.462 2.662 2.697  0.3200
O: 1.847 2.250 2.640  -0.2233
C: 2.441 2.520 3.812  0.5696
O: 3.611 2.388 4.005  -0.5571
O: 1.547 2.942 4.708  -0.3299
H: -0.243 1.859 4.637  0.2677
H: -0.392 3.610 4.413  0.3986
H: 0.257 3.628 2.238  -0.0933
H: -0.186 1.950 2.191  0.1184
C: 3.782 -0.839 3.773  -0.5789
C: 2.290 -0.871 3.700  0.0221
O: 2.053 -0.942 2.273  -0.1514
C: 3.167 -0.571 1.680  0.4622
O: 3.293 -0.555 0.458  -0.4916
O: 4.110 -0.184 2.532  -0.2897
H: 4.330 -1.777 3.879  0.3159
H: 4.122 -0.312 4.666  0.3749
H: 1.813 0.029 4.083  -0.0636
H: 1.882 -1.713 4.257  0.4870
C: 1.913 -4.722 -3.991  -0.3084
C: 1.359 -5.193 -2.648  -0.0975
O: 1.873 -4.189 -1.753  -0.2333
C: 2.183 -3.103 -2.435  0.5191
O: 2.455 -2.031 -1.911  -0.3798
O: 2.235 -3.355 -3.730  -0.3375
H: 1.113 -4.703 -4.730  0.2891
H: 2.768 -5.305 -4.325  0.3249
H: 1.607 -6.219 -2.389  0.3516
H: 0.271 -5.133 -2.577  0.0727
Cl: -1.633 -3.924 -3.785  -0.2329
C: -1.291 -2.201 -3.455  0.6360
C: -2.002 -1.300 -4.483  -0.3447
Cl: -3.767 -1.289 -4.247  -0.1642
H: -0.222 -1.995 -3.421  -0.0218
H: -1.745 -2.059 -2.476  -0.4181
H: -1.723 -1.585 -5.494  0.4736
H: -1.710 -0.268 -4.293  0.1033
Cl: -2.795 6.969 0.260  -0.1707
C: -1.684 5.648 -0.160  -0.1343
C: -0.224 5.847 0.254  -0.1212
Cl: 0.635 7.135 -0.689  -0.1955
H: -1.635 5.563 -1.245  0.3151
H: -2.092 4.730 0.259  0.0471
H: 0.336 4.959 -0.030  -0.1197
H: -0.138 6.039 1.321  0.4108
Cl: -5.802 -0.167 -0.324  -0.1895
C: -4.405 0.452 -1.234  0.2130
C: -3.910 1.800 -0.733  -0.1018
Cl: -4.985 3.141 -1.201  -0.1858
H: -4.538 0.269 -2.295  0.2543
H: -3.591 -0.214 -0.924  -0.2798
H: -2.949 1.938 -1.221  -0.0919
H: -3.852 1.754 0.350  0.3230
Cl: -2.382 -2.901 0.057  -0.1459
C: -0.693 -3.121 0.581  0.2394
C: -0.338 -2.213 1.747  0.6331
Cl: -1.048 -2.633 3.301  -0.1940
H: -0.162 -2.873 -0.341  -0.5897
H: -0.477 -4.177 0.742  0.5039
H: -0.676 -1.208 1.494  -0.2871
H: 0.744 -2.115 1.846  0.1724

Entry from the OMol25 dataset: a molecular structure, C17H28ClPPt in a non-equilibrium geometry (ωB97M-V with the def2-TZVPD basis set).

Its expectation value of S² is 6.021. The value obtained for the HOMO energy (alpha / beta) is -13.79 / -14.60 eV. The value obtained for the total energy is -1584.53517 a.u. For the relative energy (zero: lowest compared OMol25 entry of this formula, charge and spin), the calculation gives 59.6 kcal per mole. The molar mass is 493.9 g/mol. The value obtained for the gap between HOMO and LUMO (alpha / beta) is 6.6 / 3.9 eV. Its multiplicity is 5. The LUMO energy (alpha / beta) is -7.2 / -10.7 eV. Its total charge is +2. For the largest force on an atom, the calculation gives 2.620 eV Å⁻¹.

Each line ends with the Löwdin spin population.
Cartesian coordinates (Å):
C: 0.030 0.307 -5.641  0.0000
C: 1.410 0.866 -6.019  0.0000
C: -0.194 -1.037 -6.351  0.0000
C: -1.063 1.302 -6.063  0.0000
Cl: -0.044 0.062 -3.890  -0.0001
H: -0.154 -0.923 -7.449  0.0000
H: -1.176 -1.454 -6.097  0.0000
H: 0.576 -1.763 -6.065  0.0000
H: 1.493 1.031 -7.108  0.0000
H: 2.206 0.172 -5.727  0.0000
H: 1.591 1.828 -5.524  0.0000
H: -1.046 1.477 -7.154  0.0000
H: -0.922 2.270 -5.570  0.0000
H: -2.058 0.922 -5.805  0.0000
C: 1.395 -1.754 2.306  0.1253
C: 0.712 -2.684 1.414  0.1731
C: 1.027 -2.291 0.056  0.2280
H: 0.178 -3.560 1.754  0.0049
C: 1.919 -1.184 0.117  0.1994
C: 2.144 -0.846 1.452  0.2852
H: 2.869 -0.120 1.793  0.0139
H: 1.449 -1.854 3.375  0.0039
H: 0.771 -2.859 -0.821  0.0070
H: 2.423 -0.703 -0.716  0.0051
C: -2.302 0.612 1.683  0.2927
C: -2.163 -0.596 2.479  0.1238
C: -2.242 -1.716 1.549  0.1757
H: -2.169 -0.682 3.552  0.0031
C: -2.374 -1.161 0.217  0.2240
C: -2.426 0.258 0.334  0.2003
H: -2.610 0.974 -0.457  0.0053
H: -2.435 1.606 2.071  0.0139
H: -2.302 -2.750 1.853  0.0050
H: -2.583 -1.735 -0.669  0.0067
Pt: -0.305 -0.784 1.322  1.0709
C: 0.657 1.433 5.763  0.0665
P: 0.396 0.731 4.125  0.5314
C: -1.064 1.987 4.043  0.0908
C: 2.308 0.820 3.955  0.0905
H: -0.289 1.399 6.302  0.0023
H: 0.953 2.437 5.452  0.0213
H: 1.449 0.881 6.271  0.0016
H: -1.138 2.670 4.914  0.0071
H: -1.061 2.569 3.133  0.0058
H: -1.979 1.412 4.065  0.0013
H: 2.832 1.218 4.846  0.0062
H: 2.694 -0.182 3.839  0.0016
H: 2.616 1.395 3.092  0.0064

Entry from the OMol25 dataset: 3 unconnected molecules or ions with the total composition C17H28F3N3O9 (ωB97M-V with the def2-TZVPD basis set).

The value obtained for the HOMO energy is -10.14 eV. The value obtained for the total energy is -1805.64579 a.u. For the relative energy (zero: lowest compared OMol25 entry of this formula, charge and spin), the calculation gives 0.0 kcal per mole. The molar mass is 475.4 g/mol. The value obtained for the gap between HOMO and LUMO is 10.2 eV. As for the structure (SMILES): CCCN[C@@H](OC[C@@](N)(F)C[C@@H](C)F)C(=O)NC(=O)F.O=C1OCCO1.O=C1OCCO1. The LUMO energy is 0.0 eV. Its total charge is 0. For the largest force on an atom, the calculation gives 0.499 eV Å⁻¹.

Each line ends with the Mulliken charge.
Cartesian coordinates (Å):
C: 3.518 3.985 2.175  -1.4987
C: 2.779 2.675 1.919  0.2931
C: 1.759 2.816 0.794  -0.6162
N: 0.657 1.831 0.862  -0.3203
C: 0.857 0.706 -0.036  0.1471
O: 1.982 -0.046 0.274  -0.0522
C: 1.976 -0.630 1.571  -1.0171
C: 2.810 -1.906 1.586  1.4140
N: 3.299 -2.098 2.923  -0.7266
F: 1.939 -2.972 1.356  -0.4021
C: 3.836 -2.013 0.463  -1.4370
C: 5.031 -1.058 0.575  0.5301
C: 5.403 -0.424 -0.742  -1.5048
F: 4.753 -0.025 1.492  -0.3436
C: -0.389 -0.198 -0.076  0.0960
O: -0.391 -1.297 -0.533  -0.5461
N: -1.584 0.399 0.418  -0.0759
C: -2.737 -0.380 0.304  0.4254
O: -3.432 -0.798 1.157  -0.5227
F: -3.027 -0.578 -0.998  -0.1809
H: 4.382 3.821 2.819  0.4182
H: 2.865 4.721 2.646  0.3723
H: 3.895 4.408 1.241  0.3340
H: 2.238 2.361 2.816  0.3574
H: 3.491 1.882 1.684  -0.2989
H: 2.257 2.758 -0.183  0.3054
H: 1.303 3.807 0.869  0.4340
H: -0.177 2.308 0.537  0.2966
H: 1.009 1.036 -1.075  0.2494
H: 2.353 0.069 2.316  0.2255
H: 0.966 -0.927 1.871  0.5192
H: 3.966 -1.383 3.180  0.2570
H: 3.708 -3.018 3.027  0.3010
H: 3.337 -1.887 -0.497  0.3098
H: 4.209 -3.039 0.498  0.5760
H: 5.890 -1.596 0.981  0.3569
H: 6.153 0.351 -0.587  0.3828
H: 5.802 -1.181 -1.419  0.3883
H: 4.521 0.034 -1.194  0.2801
H: -1.495 0.797 1.349  0.3241
C: -5.338 -3.338 -1.658  -0.2741
C: -4.401 -3.454 -0.469  0.0474
O: -4.767 -4.727 0.074  -0.3759
C: -5.340 -5.470 -0.901  0.5925
O: -5.603 -6.623 -0.813  -0.5158
O: -5.572 -4.706 -1.998  -0.3575
H: -4.907 -2.820 -2.511  0.2428
H: -6.291 -2.876 -1.391  0.2834
H: -3.353 -3.494 -0.775  0.1981
H: -4.535 -2.675 0.273  0.1369
C: -3.450 2.681 -1.769  0.2056
C: -4.251 1.738 -2.650  -0.2156
O: -4.923 2.647 -3.525  -0.3634
C: -4.219 3.804 -3.577  0.5667
O: -4.421 4.691 -4.336  -0.5024
O: -3.244 3.801 -2.630  -0.3602
H: -2.491 2.277 -1.457  -0.1233
H: -4.014 3.009 -0.893  0.2250
H: -3.611 1.083 -3.243  0.2757
H: -4.978 1.141 -2.108  0.2636

Entry from the OMol25 dataset: a molecular structure, C17H28FeNO2P2 in a non-equilibrium geometry (ωB97M-V with the def2-TZVPD basis set).

Its expectation value of S² is 8.826. The value obtained for the HOMO energy (alpha / beta) is -12.23 / -15.40 eV. The value obtained for the total energy is -2815.46654 a.u. For the relative energy (zero: lowest compared OMol25 entry of this formula, charge and spin), the calculation gives 77.3 kcal per mole. The molar mass is 396.2 g/mol. The value obtained for the gap between HOMO and LUMO (alpha / beta) is 5.8 / 6.8 eV. Its multiplicity is 6. The LUMO energy (alpha / beta) is -6.4 / -8.6 eV. Its total charge is +2. For the largest force on an atom, the calculation gives 2.426 eV Å⁻¹.

Each line ends with the Löwdin spin population.
Cartesian coordinates (Å):
Fe: -0.308 -0.346 0.137  2.8950
P: 1.826 -0.772 0.718  0.3311
C: 2.053 -1.537 -0.975  0.6405
C: 0.972 -1.846 -1.828  0.0624
N: -0.279 -1.524 -1.315  0.1210
C: -1.424 -1.728 -1.995  0.0471
C: -1.403 -2.597 -3.075  0.1225
C: -0.186 -3.023 -3.620  0.0198
C: 0.984 -2.498 -3.088  0.1331
C: -2.701 -1.069 -1.423  0.0063
P: -2.267 0.444 -0.478  0.0166
H: 1.930 -2.617 -3.586  0.0051
H: -2.383 -2.866 -3.472  0.0051
H: -0.208 -3.715 -4.468  -0.0012
H: -3.491 -0.847 -2.170  0.0008
H: -3.132 -1.791 -0.711  0.0004
H: 3.295 1.005 -2.617  0.0008
H: 3.037 -1.524 -1.445  0.0340
H: 0.108 3.314 -1.845  0.0005
O: 3.190 1.876 -2.172  0.0063
H: 2.705 2.369 -2.894  -0.0001
H: -0.892 0.988 0.593  0.0188
O: 0.313 4.147 -1.309  0.0030
H: 0.574 3.773 -0.445  0.0002
C: -2.602 1.729 -1.706  0.0014
H: -3.611 1.576 -2.126  -0.0002
H: -2.514 2.713 -1.225  0.0005
H: -1.838 1.654 -2.493  0.0004
C: -3.550 0.638 0.820  0.0084
H: -3.135 1.296 1.608  0.0011
H: -4.458 1.095 0.377  0.0014
H: -3.775 -0.355 1.257  0.0006
C: 1.920 -2.452 1.429  0.0373
H: 2.955 -2.733 1.204  0.0053
H: 1.713 -2.579 2.489  0.0065
H: 1.256 -3.080 0.824  0.0055
C: 3.316 0.092 1.215  0.0140
H: 3.253 0.482 2.236  0.0011
H: 4.170 -0.585 1.176  -0.0005
H: 3.465 0.927 0.529  0.0045
C: -0.293 1.619 4.238  0.0629
C: -0.564 0.265 3.995  0.0007
C: -0.117 -0.391 2.842  0.0791
C: 0.724 0.317 1.942  0.1965
C: 0.972 1.732 2.171  0.0885
C: 0.375 2.378 3.257  0.0011
H: -0.555 2.078 5.202  0.0031
H: -1.090 -0.329 4.741  -0.0003
H: -0.365 -1.447 2.623  0.0098
H: 1.602 2.279 1.449  0.0025
H: 0.435 3.468 3.406  -0.0003

Entry from the OMol25 dataset: a molecular structure, C17H28InNO2P2 in a non-equilibrium geometry (ωB97M-V with the def2-TZVPD basis set).

The value obtained for the HOMO energy is -14.77 eV. The value obtained for the total energy is -1742.08593 a.u. For the relative energy (zero: lowest compared OMol25 entry of this formula, charge and spin), the calculation gives 0.0 kcal per mole. The molar mass is 455.2 g/mol. The value obtained for the gap between HOMO and LUMO is 6.1 eV. The LUMO energy is -8.6 eV. Its total charge is +2. For the largest force on an atom, the calculation gives 3.271 eV Å⁻¹.

Each line ends with the Mulliken charge.
Cartesian coordinates (Å):
In: -0.212 -0.884 -0.082  0.6572
P: -1.995 0.976 -0.238  0.6953
C: -1.446 1.851 -1.766  -0.9371
C: -0.048 2.402 -1.638  0.4615
N: 0.827 1.574 -1.055  0.4287
C: 2.125 1.882 -1.029  0.3381
C: 2.588 3.123 -1.497  -0.9754
C: 1.673 4.028 -2.031  -0.5525
C: 0.330 3.672 -2.116  -0.9283
C: 3.081 0.835 -0.496  -1.1025
P: 2.339 -0.842 -0.523  0.7623
H: -0.437 4.318 -2.540  0.5073
H: 3.652 3.331 -1.438  0.5296
H: 2.004 4.997 -2.396  0.4414
H: 3.995 0.833 -1.106  0.6070
H: 3.362 1.069 0.543  0.4622
H: -1.404 1.015 -2.541  0.0698
H: -2.171 2.625 -2.044  0.5871
H: -0.506 -1.555 -2.999  0.3770
O: -0.872 -0.570 -3.118  -0.6215
H: -1.645 -0.714 -3.686  0.3001
H: -0.099 -2.591 -1.467  0.2756
O: 0.101 -2.763 -2.452  -0.5237
H: -0.137 -3.693 -2.614  0.3593
C: 2.826 -1.446 -2.176  -1.2752
H: 3.926 -1.456 -2.248  0.4637
H: 2.433 -2.461 -2.340  0.3880
H: 2.417 -0.783 -2.955  0.3679
C: 3.291 -1.796 0.685  -1.2561
H: 2.951 -2.840 0.657  0.4000
H: 4.365 -1.752 0.455  0.4327
H: 3.109 -1.401 1.692  0.3522
C: -1.982 2.235 1.068  -1.2030
H: -2.847 2.904 0.969  0.4454
H: -2.041 1.728 2.038  0.3950
H: -1.064 2.831 1.052  0.3551
C: -3.752 0.647 -0.524  -1.2691
H: -4.099 -0.022 0.271  0.4258
H: -4.339 1.575 -0.490  0.4454
H: -3.902 0.152 -1.491  0.3623
C: 0.154 -1.396 4.840  -0.5093
C: 0.392 -0.147 4.262  -0.7384
C: 0.312 0.010 2.865  0.0786
C: -0.025 -1.094 2.085  0.3299
C: -0.267 -2.340 2.643  -0.5889
C: -0.170 -2.496 4.036  -0.6242
H: 0.221 -1.517 5.923  0.3995
H: 0.642 0.716 4.882  0.4121
H: 0.512 0.987 2.417  0.4725
H: -0.529 -3.201 2.019  0.3129
H: -0.350 -3.476 4.480  0.4070